{"formula": "C42H46N6O2P2Pt", "method": "ωB97M-V/def2-TZVPD", "gap_ev": [5.434, 5.550], "multiplicity": 3, "lumo_ev": [-0.3025, -2.7557], "homo_energy_ev": [-5.7, -8.3], "max_force_ha_per_bohr": 0.0699, "elements": ["Pt", "C", "C", "C", "C", "C", "C", "C", "C", "C", "H", "H", "H", "H", "H", "H", "H", "H", "H", "H", "H", "H", "H", "H", "H", "P", "P", "N", "N", "N", "N", "C", "C", "C", "C", "C", "C", "C", "C", "C", "C", "C", "C", "C", "C", "C", "C", "C", "C", "H", "H", "H", "H", "H", "H", "H", "H", "H", "H", "H", "H", "H", "H", "H", "H", "H", "H", "H", "H", "O", "C", "N", "C", "C", "O", "N", "C", "C", "C", "C", "C", "C", "C", "C", "C", "C", "C", "C", "H", "H", "H", "H", "H", "H", "H", "H", "H", "H", "H"], "coordinates": [[-0.31499, -0.55831, 0.47699], [-3.44789, -2.62000, -1.11941], [-4.09605, -1.49476, -1.42959], [-5.38071, -1.13100, -0.71823], [-5.42291, -1.59599, 0.77225], [-4.11007, -1.69431, 1.52048], [-3.25121, -2.73243, 1.58601], [-3.51898, -4.04911, 0.91065], [-4.05905, -3.85601, -0.52561], [0.85049, -0.36033, 2.18566], [-2.37834, -2.71044, -1.25657], [-3.83621, -0.92074, -2.33271], [-6.25587, -1.58475, -1.21591], [-5.56454, -0.04555, -0.77113], [-6.06904, -0.86823, 1.29422], [-5.96330, -2.55106, 0.84721], [-4.02408, -0.88031, 2.24138], [-2.45182, -2.77145, 2.33006], [-4.23581, -4.65775, 1.49125], [-2.59273, -4.63790, 0.85374], [-3.78301, -4.74314, -1.12548], [-5.15919, -3.81410, -0.51788], [1.35815, -1.33335, 2.24240], [0.31215, -0.13667, 3.11117], [1.59221, 0.42181, 1.96206], [-1.88175, 0.67655, 1.50610], [-1.02166, -0.36127, -1.65682], [-2.28463, 0.01092, 3.22454], [-1.67840, 2.30984, 2.11453], [-0.80514, -1.90456, -2.50798], [-0.07886, 0.50591, -2.86493], [-2.96297, 1.03671, 0.06716], [-2.26370, 1.01275, -1.32140], [-1.63923, -1.12055, 3.73735], [-2.02220, -1.32528, 5.04692], [-3.01734, -0.34841, 5.34712], [-3.17270, 0.44828, 4.21492], [-0.63509, 2.69353, 2.97566], [-1.02922, 3.82884, 3.67373], [-2.35348, 4.16295, 3.24082], [-2.75251, 3.19047, 2.34217], [-0.26603, -3.02378, -1.82885], [-0.33171, -4.13514, -2.65393], [-1.01342, -3.73796, -3.84689], [-1.31748, -2.38254, -3.72225], [0.20359, 0.24381, -4.21300], [0.87024, 1.33552, -4.75840], [0.98663, 2.31825, -3.73295], [0.39013, 1.79996, -2.60301], [-3.43814, 2.01719, 0.17276], [-3.73108, 0.26353, 0.12761], [-2.98240, 0.99173, -2.14893], [-1.69338, 1.94929, -1.39514], [-0.93421, -1.68761, 3.14338], [-1.60106, -2.07862, 5.70017], [-3.54476, -0.24938, 6.28386], [-3.82496, 1.28873, 4.03696], [0.30043, 2.15219, 2.93158], [-0.45147, 4.34951, 4.42144], [-2.95019, 5.02281, 3.52461], [-3.66578, 3.08010, 1.77050], [0.09086, -2.91273, -0.81573], [0.08159, -5.10650, -2.41486], [-1.24038, -4.37037, -4.69362], [-1.78214, -1.68944, -4.40874], [-0.09704, -0.67137, -4.69073], [1.22850, 1.40879, -5.77639], [1.47716, 3.28009, -3.81084], [0.21298, 2.25388, -1.64344], [2.32117, -2.53310, -0.48811], [2.57423, -1.33895, -0.56356], [3.83434, -0.79156, -0.82453], [3.91352, 0.61458, -0.55449], [2.39334, 0.91159, -0.42250], [1.93773, 2.05481, -0.26979], [1.69544, -0.26111, -0.42055], [4.65229, 0.90107, 0.76230], [4.34839, 2.07943, 1.44807], [5.10470, 2.45406, 2.56134], [6.14386, 1.63127, 3.00952], [6.41058, 0.42295, 2.35366], [5.65259, 0.04356, 1.23882], [4.54843, 1.36570, -1.71911], [5.59564, 2.28926, -1.58176], [6.11996, 2.90941, -2.72515], [5.59193, 2.64157, -3.98987], [4.52779, 1.73408, -4.11287], [4.03590, 1.07585, -2.97912], [4.61917, -1.42670, -0.89827], [3.51388, 2.69834, 1.10435], [4.86106, 3.39045, 3.06309], [6.75946, 1.93570, 3.86164], [7.20156, -0.24673, 2.69719], [5.84015, -0.92087, 0.75109], [5.99799, 2.52649, -0.59121], [6.93738, 3.62105, -2.60434], [5.99734, 3.13844, -4.87792], [4.06501, 1.54072, -5.07982], [3.23034, 0.33784, -3.05623]], "forces_ev_per_a": [[1.989, -0.926, -0.447], [0.013, -0.515, -0.588], [-0.819, -0.440, -0.513], [-0.612, -0.445, -0.431], [-0.452, -0.050, -0.074], [-0.130, -0.175, 0.829], [-1.176, -0.178, 0.716], [0.197, -0.353, -0.507], [-0.241, 0.070, 0.857], [0.496, -0.481, 1.129], [-0.327, -0.356, -0.846], [0.509, 0.214, 0.944], [0.182, 0.185, 0.066], [0.202, -0.313, -0.073], [0.317, -0.300, -0.032], [0.204, 0.226, -0.094], [0.407, -0.362, -0.350], [-0.337, 0.399, -0.398], [0.281, 0.290, -0.015], [-0.142, 0.172, 0.116], [-0.012, 0.556, 0.033], [0.432, 0.060, -0.145], [0.115, 0.238, 0.359], [0.619, -0.049, -0.185], [-0.346, -0.237, 0.130], [1.714, 2.211, 2.261], [1.890, -0.276, -0.683], [0.135, -0.598, -1.268], [-0.504, 0.418, 0.648], [-1.264, -0.648, -0.144], [-0.172, 1.064, 0.240], [-1.267, -0.830, -0.060], [-0.830, -0.280, -0.376], [-0.080, 0.095, 0.464], [-0.023, 0.328, -0.990], [0.110, 0.544, -1.134], [0.273, -0.325, 0.406], [-0.829, 0.624, -0.163], [-0.008, -0.958, -0.803], [-0.229, -0.865, -0.460], [0.832, 0.455, 0.083], [-0.309, -0.197, -0.704], [-0.190, 1.326, 0.586], [-0.203, 1.393, 0.302], [0.377, -0.963, 0.046], [0.537, 0.620, -0.233], [-0.649, -0.884, 0.765], [-0.354, -0.443, 0.556], [-0.148, 0.142, -0.865], [0.061, -0.291, 0.025], [-0.039, 0.305, -0.298], [-0.231, 0.441, 0.383], [0.117, -0.554, -0.239], [-0.173, 0.285, 0.153], [-0.192, 0.080, -0.108], [-0.020, 0.155, -0.127], [0.120, 0.026, 0.051], [-0.167, 0.095, 0.202], [0.086, 0.020, -0.180], [0.149, -0.229, 0.071], [0.117, 0.159, 0.293], [0.193, -0.027, -0.224], [-0.129, 0.166, -0.035], [-0.017, 0.166, 0.036], [-0.114, -0.281, 0.049], [0.277, 0.071, 0.132], [-0.096, -0.068, 0.124], [-0.126, -0.151, 0.093], [0.395, -0.069, -0.033], [0.136, 1.076, -0.019], [0.827, -0.114, -0.010], [-0.691, -1.494, -0.063], [0.226, -0.161, 0.273], [-0.467, 1.550, 0.587], [0.533, -1.817, -0.050], [-0.229, 0.774, 0.191], [-0.358, 0.065, 0.127], [0.275, 0.066, 0.261], [-0.045, -0.324, -0.127], [0.101, 0.001, -0.132], [-0.297, 0.010, -0.148], [-0.065, 0.344, 0.075], [0.207, 0.214, -0.074], [-0.241, -0.116, -0.275], [-0.150, -0.096, 0.188], [-0.270, -0.181, 0.104], [0.122, -0.048, 0.403], [0.111, 0.366, -0.532], [-0.203, 0.316, 0.057], [0.454, -0.179, 0.072], [0.164, -0.261, -0.008], [-0.274, -0.143, -0.284], [-0.219, 0.289, 0.004], [0.017, 0.508, 0.222], [-0.142, -0.099, -0.463], [-0.188, -0.187, -0.109], [-0.174, -0.182, 0.381], [0.209, 0.012, 0.165], [0.240, 0.328, -0.136]], "lowdin_charge": [0.959, -0.130, -0.150, -0.189, -0.172, -0.131, -0.101, -0.170, -0.162, -0.328, 0.058, 0.099, 0.116, 0.103, 0.114, 0.106, 0.071, 0.079, 0.123, 0.110, 0.124, 0.104, 0.005, -0.036, -0.007, 0.920, 0.916, -0.191, -0.237, -0.250, -0.197, -0.342, -0.330, -0.228, -0.077, -0.080, -0.137, -0.107, -0.075, -0.091, -0.163, -0.177, -0.066, -0.071, -0.161, -0.115, -0.094, -0.085, -0.168, 0.075, 0.024, 0.080, 0.075, 0.069, 0.099, 0.092, 0.099, 0.094, 0.093, 0.095, 0.093, 0.049, 0.102, 0.094, 0.104, 0.075, 0.094, 0.106, 0.086, 0.032, -0.519, 0.136, -0.279, -0.434, 0.017, -0.002, -0.157, -0.036, -0.071, -0.090, -0.079, -0.020, -0.127, -0.007, -0.081, -0.090, -0.073, -0.028, 0.152, 0.115, 0.104, 0.102, 0.102, 0.111, 0.115, 0.101, 0.102, 0.098, 0.119]}